Record 1
ORCA calculation (wB97M-V/def2-TZVPD) on a cluster of 3 separate species, C19H41N5O4P in total in a non-equilibrium geometry.

Each line ends with the natural charge from an NBO analysis.
Cartesian coordinates (Å):
C: -9.8273 -4.3019 -4.4439  -0.37
C: -8.7493 -5.1522 -3.8700  -0.21
C: -8.5504 -5.3919 -2.2276  -0.50
C: -7.1141 -4.7157 -1.8223  0.10
C: -6.9318 -3.5480 -0.7051  -0.19
C: -5.3777 -3.1375 -0.6295  0.06
N: -4.3373 -3.7435 -1.4428  -0.41
P: -2.6579 -3.0673 -1.2207  1.36
N: -2.6540 -1.5749 -0.5958  -1.25
N: -4.3701 -4.7282 -2.3470  -0.14
C: -5.7492 -5.1864 -2.5089  -0.01
H: -10.6090 -4.6163 -5.2561  0.25
H: -9.8714 -3.1650 -4.0832  0.22
H: -7.9355 -5.7109 -4.5414  0.22
H: -8.4611 -6.5705 -2.1037  0.28
H: -9.4791 -4.9646 -1.6346  0.27
H: -7.8046 -3.0689 -0.0998  0.30
H: -5.0860 -2.2854 0.1425  0.32
H: -1.8983 -4.0420 -0.4766  0.02
H: -2.0914 -2.9910 -2.5664  0.02
H: -2.2299 -0.8701 -1.2384  0.41
H: -5.8731 -6.0726 -3.3024  0.25
C: 3.8516 1.8050 -1.4084  -0.25
O: 3.8227 0.7483 -2.3592  -0.56
C: 4.7919 -0.2720 -2.0864  -0.07
C: 4.0888 -1.5851 -1.7056  -0.24
N: 3.4544 -1.4818 -0.3871  -0.62
C: 2.5677 -2.6089 -0.0767  -0.25
C: 1.3010 -2.7640 -0.9424  -0.08
O: 0.3514 -1.7108 -0.7684  -0.56
C: 0.5693 -0.5739 -1.5946  -0.24
H: 3.1695 2.5886 -1.7498  0.20
H: 3.5103 1.4542 -0.4307  0.15
H: 4.8564 2.2293 -1.3262  0.18
H: 5.5127 0.0345 -1.3181  0.18
H: 5.3490 -0.4320 -3.0161  0.19
H: 4.8245 -2.3964 -1.6910  0.20
H: 3.3477 -1.8032 -2.4819  0.16
H: 2.9102 -0.6238 -0.3470  0.35
H: 2.2503 -2.4768 0.9653  0.21
H: 3.1456 -3.5393 -0.1109  0.20
H: 0.7943 -3.6777 -0.6087  0.17
H: 1.5289 -2.9192 -2.0020  0.17
H: 1.0175 -0.8408 -2.5585  0.18
H: 1.1901 0.1539 -1.0722  0.18
H: -0.3975 -0.1036 -1.7853  0.17
C: 0.8531 6.1835 4.4143  -0.25
O: 2.2659 6.1738 4.5733  -0.56
C: 2.7273 5.0825 5.3800  -0.07
C: 3.5565 4.1062 4.5298  -0.24
N: 2.7066 3.3769 3.5825  -0.63
C: 3.4659 2.6160 2.5839  -0.25
C: 4.3092 3.4251 1.5779  -0.09
O: 3.5306 4.2140 0.6762  -0.56
C: 3.1858 5.5046 1.1640  -0.24
H: 0.5761 7.1017 3.8889  0.19
H: 0.5263 5.3312 3.8124  0.16
H: 0.3504 6.1729 5.3857  0.17
H: 1.9050 4.5687 5.8934  0.18
H: 3.3777 5.5138 6.1489  0.19
H: 4.0593 3.3912 5.1899  0.19
H: 4.3204 4.6887 4.0039  0.17
H: 2.1083 4.0394 3.0955  0.35
H: 2.7323 2.0305 2.0156  0.20
H: 4.1102 1.8938 3.0979  0.20
H: 4.8439 2.7006 0.9516  0.19
H: 5.0832 4.0285 2.0633  0.17
H: 3.9528 5.9152 1.8307  0.18
H: 2.2202 5.4676 1.6683  0.16
H: 3.0832 6.1739 0.3075  0.19

Forces on atoms 1 to 2 (eV/Å):
C 2.469 -0.777 1.601
C -1.713 1.318 -1.055

## Properties
Kohn-Sham gap	4.7094	eV
charge	+1
E_LUMO	-5.19	eV


Record 2
ORCA calculation (wB97M-V/def2-TZVPD) on the molecule C4H11N3O in a non-equilibrium geometry.

Each line ends with the natural charge from an NBO analysis.
Cartesian coordinates (Å):
C: -1.0592 -0.8019 -1.2009  -0.66
C: 0.3152 -0.3587 -0.7512  0.35
N: 1.3210 -1.2814 -1.0714  -0.88
N: 0.6883 0.9951 -0.9904  -0.71
H: 2.2559 -0.9188 -0.9431  0.39
H: 1.1093 -2.0577 -1.6816  0.39
H: -0.0097 1.5488 -1.4738  0.36
H: -1.8278 -0.1653 -0.7700  0.23
H: -1.2370 -1.8373 -0.9168  0.21
H: -1.1181 -0.7248 -2.2888  0.22
N: -0.9317 -0.0744 1.7311  -0.88
C: 0.7133 1.3506 0.6029  0.25
C: 0.3423 -0.0463 1.0373  -0.15
O: -0.1978 2.3221 0.9093  -0.71
H: -1.0103 1.8352 1.1594  0.49
H: -1.4195 -0.9505 1.5874  0.38
H: -0.8157 0.0446 2.7328  0.37
H: 1.7266 1.7038 0.7937  0.17
H: 1.1549 -0.5831 1.5341  0.18

Forces on atoms 1 to 2 (eV/Å):
C 0.363 0.092 -0.173
C -0.785 -1.042 3.290

## Properties
Kohn-Sham gap	9.2721	eV
E_LUMO	0.92	eV


Record 3
ORCA calculation (wB97M-V/def2-TZVPD) on a cluster of 2 separate species, C5H6O in total.

Each line ends with the natural charge from an NBO analysis.
Cartesian coordinates (Å):
C: 1.5284 0.3009 -0.1503  -0.28
C: 1.7000 -1.0401 0.0578  -0.01
C: 0.2620 -1.3093 0.5885  -0.47
C: 0.6047 0.0856 0.8917  -0.14
C: -1.6551 0.9876 -0.9908  0.28
O: -2.4558 0.0900 -0.9336  -0.51
H: 2.0990 1.1288 -0.5466  0.24
H: 0.1313 -2.0199 1.4057  0.22
H: -0.4383 -1.4692 -0.2275  0.25
H: 0.7093 0.4670 1.9108  0.20
H: -0.8607 1.0218 -1.7625  0.11
H: -1.6639 1.8356 -0.2787  0.11

Forces on atoms 1 to 2 (eV/Å):
C 0.079 -0.033 0.046
C 0.085 0.131 -0.147

## Properties
Kohn-Sham gap	9.2486	eV
E_LUMO	0.58	eV


Record 4
ORCA calculation (wB97M-V/def2-TZVPD) on a cluster of 2 separate species, C21H21BCl3O6 in total in a non-equilibrium geometry.

Each line ends with the natural charge from an NBO analysis.
Cartesian coordinates (Å):
Cl: 3.6372 -1.6231 3.0984  -0.25
B: 2.7786 0.0228 3.0943  0.40
Cl: 2.7778 0.8546 4.7863  -0.28
Cl: 3.5805 1.2000 1.8820  -0.24
O: 1.3813 -0.2378 2.7063  -0.57
C: 0.4230 0.5676 2.4498  0.57
C: -0.8983 0.2752 2.9371  -0.18
C: -1.8290 1.3094 3.1960  -0.09
C: -3.1487 1.0038 3.5153  -0.23
C: -3.5563 -0.3366 3.6142  -0.15
C: -2.5954 -1.3546 3.5285  -0.23
C: -1.2776 -1.0561 3.2308  -0.11
H: 0.6498 1.4889 1.9240  0.22
H: -1.4691 2.3362 3.0816  0.22
H: -3.8724 1.8110 3.6744  0.22
H: -4.5970 -0.5775 3.8386  0.21
H: -2.8736 -2.3955 3.6891  0.22
H: -0.5108 -1.8264 3.1239  0.24
C: -0.1739 4.6085 -0.9049  -0.63
C: -1.2407 3.5526 -0.9806  -0.08
O: -0.5437 2.3224 -1.4073  -0.51
C: -0.7062 1.2062 -0.6871  0.83
C: 0.2490 0.1466 -1.0300  -0.57
C: 1.6315 0.4569 -1.0630  0.51
C: 2.5355 -0.5597 -1.6908  -0.11
C: 2.2634 -1.0809 -2.9581  -0.17
C: 3.1213 -2.0325 -3.5210  -0.23
C: 4.2608 -2.4511 -2.8147  -0.23
C: 4.5265 -1.9323 -1.5364  -0.23
C: 3.6643 -0.9791 -0.9942  -0.13
O: 2.0460 1.5343 -0.6160  -0.67
C: -0.3550 -1.1558 -1.3001  0.79
O: 0.1595 -2.2535 -1.1220  -0.67
O: -1.6149 -1.0155 -1.7631  -0.54
C: -2.2248 -2.2510 -2.2199  -0.07
C: -3.6782 -1.9541 -2.3923  -0.62
O: -1.5163 1.0919 0.2164  -0.69
H: -0.5993 5.5697 -0.6184  0.19
H: 0.5910 4.3296 -0.1668  0.23
H: 0.3121 4.7128 -1.8810  0.21
H: -1.7553 3.4014 -0.0271  0.20
H: -1.9604 3.7881 -1.7718  0.17
H: 1.3609 -0.7518 -3.4748  0.21
H: 2.8731 -2.4542 -4.5017  0.20
H: 4.9264 -3.2039 -3.2471  0.20
H: 5.3807 -2.2783 -0.9435  0.20
H: 3.8155 -0.5943 0.0154  0.23
H: -1.7714 -2.5488 -3.1750  0.17
H: -2.0463 -3.0329 -1.4790  0.20
H: -4.2191 -2.8775 -2.5903  0.20
H: -4.0754 -1.4927 -1.4872  0.22
H: -3.8363 -1.2833 -3.2371  0.20

Forces on atoms 1 to 2 (eV/Å):
Cl -0.284 0.361 0.107
B 1.766 0.703 -0.412

## Properties
Kohn-Sham gap	5.1098	eV
charge	-1
E_LUMO	0.85	eV


Record 5
ORCA calculation (wB97M-V/def2-TZVPD) on a structure of composition C4H8O in a non-equilibrium geometry.

Each line ends with the natural charge from an NBO analysis.
Cartesian coordinates (Å):
C: 1.3955 -0.1033 -0.4140  -0.61
C: 0.1879 -0.0964 0.4620  -0.33
C: -0.6943 1.0135 0.1041  -0.05
C: -1.0550 -0.9803 0.0830  -0.06
H: 1.8447 0.9693 -0.3683  0.21
H: 1.2457 -0.3808 -1.5691  0.23
H: 2.2237 -0.8504 -0.0278  0.21
H: 0.4649 -0.0221 1.4647  0.21
H: -0.2613 1.9759 -0.5000  0.19
H: -1.3023 1.5262 0.9884  0.18
H: -1.5749 -1.2254 1.0479  0.18
H: -0.8448 -1.9392 -0.5453  0.19
O: -1.6298 0.1130 -0.7256  -0.55

Forces on atoms 1 to 2 (eV/Å):
C 2.987 -0.614 -1.804
C -0.735 -0.790 -1.509

## Properties
Kohn-Sham gap	10.8406	eV
E_LUMO	1.07	eV


Record 6
ORCA calculation (wB97M-V/def2-TZVPD) on a structure of composition C30H27N9NiO4S2 in a non-equilibrium geometry.

Each line ends with the Mulliken charge.
Cartesian coordinates (Å):
Ni: -20.1640 1.0972 5.2992  0.09
O: -15.9540 5.5888 2.3816  -0.69
C: -17.1244 5.9236 2.5587  0.35
O: -17.7813 6.9202 2.4461  -0.65
C: -18.0144 4.6712 3.0786  -0.21
C: -17.8351 3.3518 2.6425  -0.42
C: -18.5986 2.3747 3.2075  0.76
N: -19.4469 2.6408 4.2286  -0.01
C: -19.6860 3.9054 4.5920  0.98
C: -19.0454 4.9751 3.9685  -0.64
C: -20.7227 4.0756 5.6617  0.04
C: -21.4023 5.2468 5.9277  -0.76
C: -22.2879 5.2790 6.9666  -0.37
C: -22.5763 4.0824 7.6278  -0.91
C: -21.9940 2.8914 7.1906  -0.05
N: -21.0820 2.8780 6.1912  -0.06
C: -18.6400 0.9460 2.8340  0.59
C: -18.2996 0.5306 1.5586  -1.11
C: -18.6494 -0.7303 1.1693  -0.44
C: -19.4014 -1.5642 1.9928  -0.94
C: -19.7428 -1.0429 3.2268  -0.03
N: -19.3293 0.1623 3.6280  0.21
H: -17.0219 3.0872 1.9249  0.42
H: -19.2453 6.0182 4.2232  0.41
H: -21.1355 6.1162 5.3335  0.37
H: -22.8369 6.1873 7.2061  0.43
H: -23.2173 4.0481 8.4801  0.42
H: -22.2199 1.9280 7.5965  0.47
H: -17.7748 1.2372 0.9218  0.35
H: -18.4580 -1.0911 0.1922  0.45
H: -19.7349 -2.5483 1.6839  0.51
H: -20.3016 -1.6483 3.9426  0.33
N: -23.5240 -6.5845 5.3151  -0.55
C: -23.1796 -5.2690 5.4539  1.04
C: -22.3633 -4.9270 6.5295  -0.91
C: -22.1702 -3.5890 6.8540  -0.58
C: -22.6975 -2.6070 5.9873  -0.36
C: -23.3934 -2.9310 4.8292  -0.07
C: -23.5974 -4.3116 4.5622  -0.86
S: -22.5471 -0.9088 6.5563  1.40
O: -22.6412 -1.0010 7.9738  -0.66
O: -23.4042 -0.0540 5.7837  -0.73
N: -21.0316 -0.3864 6.2566  0.22
C: -19.9683 -0.6863 7.1216  0.52
N: -18.9591 0.1499 6.8871  -0.36
C: -17.8300 -0.0618 7.5131  -0.07
C: -17.6990 -1.0586 8.4389  -0.77
C: -18.8579 -1.7600 8.7517  -0.16
N: -20.0267 -1.5943 8.0934  -0.35
H: -23.3173 -7.2324 6.0944  0.22
H: -24.4093 -6.8374 4.8562  0.23
H: -22.1094 -5.7149 7.2168  0.21
H: -21.6709 -3.2545 7.7552  0.51
H: -23.7472 -2.1188 4.1922  0.50
H: -24.1222 -4.6118 3.6826  0.37
H: -17.0614 0.6355 7.3286  0.51
H: -16.7168 -1.1756 8.9335  0.35
H: -18.9114 -2.3611 9.6418  0.45
S: -16.6616 -7.4288 -1.0395  -0.44
C: -16.7783 -7.6188 0.6012  0.12
N: -16.8823 -8.8065 1.1656  -0.18
C: -17.7371 -8.9798 2.2884  -0.66
C: -17.3142 -7.9902 3.3749  -0.52
C: -17.1527 -6.5547 2.8736  -0.50
N: -16.8344 -6.5432 1.4484  -0.18
H: -16.8427 -9.5228 0.4701  0.24
H: -17.7236 -9.9331 2.7904  0.39
H: -18.7497 -8.7255 2.0396  0.32
H: -16.3925 -8.2374 3.8247  0.35
H: -18.1812 -8.0304 4.0546  0.29
H: -16.3805 -6.0704 3.4578  0.26
H: -17.9531 -5.8417 3.0064  0.28
H: -17.1204 -5.6825 1.0430  0.22

Forces on atoms 1 to 2 (eV/Å):
Ni 0.092 0.877 -0.029
O 0.553 0.108 -0.163

## Properties
Kohn-Sham gap (alpha / beta)	6.8245 / 6.5363	eV
expectation value of S²	2.005
2S+1	3
E_LUMO (alpha / beta)	-0.99 / -1.28	eV